No. 1
8 unconnected molecules or ions with the total composition C72H75BN2O10S3, computed with ωB97M-V/def2-TZVPD.

```
163
Properties=species:S:1:pos:R:3:forces:R:3
S -0.653 -0.509 -5.892 0.418 0.063 1.126
S 1.832 -7.142 1.083 4.002 1.899 1.495
S 2.864 -0.087 2.957 -3.263 5.395 -0.181
O -5.669 -0.446 -0.191 3.465 -1.093 -5.092
O 4.597 -2.296 -3.263 -4.035 0.624 3.332
O 3.449 -3.426 3.589 -0.718 1.394 -2.859
O 5.732 -5.658 -1.243 -2.127 2.066 -1.126
O 3.570 -5.455 -2.565 1.779 1.571 1.529
O 3.867 -1.651 -6.527 -7.645 0.057 3.655
O 1.340 0.112 2.899 3.810 -1.978 0.399
O 3.478 1.259 2.658 -0.139 -3.930 0.257
O 3.616 1.344 -0.227 -1.927 -4.651 -0.687
O -4.817 0.321 -2.236 1.108 -1.429 1.750
N 4.219 -5.481 1.670 -5.065 -1.857 -0.783
N 1.866 -2.289 -5.085 3.055 4.701 -2.204
C -4.913 3.817 -5.328 0.033 0.007 -0.079
C 2.435 -1.003 -2.819 -2.265 1.561 -0.294
C -4.318 -4.240 5.751 -0.013 -0.102 0.007
C -8.901 1.573 3.000 0.098 0.007 0.007
C 3.205 -6.291 1.545 0.526 1.869 -1.492
C 2.065 -3.454 4.059 -1.803 0.027 0.484
C 0.531 2.272 -0.857 -0.551 -0.664 0.112
C -0.743 4.817 -9.642 0.072 0.044 0.001
C 9.281 0.580 -2.203 -0.065 -0.056 -0.030
C -1.304 5.859 2.274 -0.086 -0.071 0.051
C -6.186 2.178 3.103 -0.176 -0.017 0.048
C 4.623 -4.095 10.011 -0.002 0.034 -0.108
C 2.067 0.162 -1.783 -1.389 -0.959 -1.973
C -0.716 4.714 2.803 -0.054 0.012 -0.008
C 4.027 -3.842 -0.400 -1.314 3.446 3.058
C 7.151 -0.508 -1.903 0.137 0.009 -0.107
C 0.321 -0.215 -4.314 1.882 -0.669 2.705
C -7.060 2.741 4.029 -0.035 -0.061 -0.070
C -5.482 -4.907 5.377 0.090 -0.050 0.022
C 3.701 -1.956 -2.435 0.717 0.370 -0.929
C 3.537 -2.967 2.217 0.317 -0.136 -2.067
C 1.840 4.571 -1.127 -0.764 -0.511 -0.355
C 3.412 -0.458 4.726 -0.251 -0.338 0.232
C -4.132 4.817 -7.807 -0.025 -0.055 0.142
C -3.335 -6.334 6.432 -0.077 0.041 -0.061
C 8.128 0.375 -1.451 0.004 -0.049 -0.049
C 0.439 3.776 -1.444 0.500 0.420 1.503
C 5.566 -3.773 7.816 -0.047 0.004 0.008
C -1.351 -3.229 3.271 0.268 -0.330 0.693
C 2.777 -1.750 -5.899 4.521 -3.276 -0.300
C 3.930 -4.116 1.172 -0.554 3.518 -1.582
C 3.374 -3.716 9.530 0.018 -0.007 -0.040
C 1.080 -4.444 3.267 -0.663 -0.275 1.305
C 0.297 4.005 -9.201 0.038 0.087 -0.019
C 8.475 -0.970 -3.865 0.064 0.110 0.162
C -5.568 -6.289 5.524 0.077 0.040 0.030
C 4.315 -3.402 7.330 -0.031 -0.003 0.185
C 9.455 -0.091 -3.410 -0.100 -0.032 0.029
C -0.472 6.088 -10.141 0.097 -0.063 0.031
C -4.208 -2.123 -1.245 0.291 0.071 -0.148
C -3.658 4.398 -5.481 -0.068 -0.046 -0.082
C 3.363 -1.187 0.184 0.426 -2.412 0.704
C -0.062 0.928 -3.266 2.595 -1.658 0.018
C 1.562 -1.199 -4.104 -0.705 3.088 3.271
C 3.219 -3.371 8.190 0.144 -0.029 -0.014
C 1.611 4.462 -9.262 -0.096 0.057 -0.036
C 3.083 0.240 -0.509 0.440 2.514 -0.572
C -4.496 -7.002 6.053 0.022 0.108 -0.012
C -2.629 6.164 2.575 0.050 -0.101 0.019
C -3.245 -4.953 6.277 -0.088 -0.046 -0.019
C -5.779 3.734 -6.416 0.096 0.043 0.001
C -8.026 1.006 2.076 0.033 0.085 0.099
C -4.922 -0.685 -1.208 -3.109 0.774 3.625
C -1.451 3.875 3.636 -0.062 0.052 -0.034
C -1.370 1.805 -3.592 -0.505 -1.081 0.136
C 0.849 1.143 -1.964 1.580 -2.334 -2.186
C -2.652 0.781 -3.468 -0.379 -0.257 0.299
C -3.265 4.894 -6.720 -0.061 -0.026 -0.021
C 5.720 -4.121 9.155 -0.097 0.032 -0.045
C -3.367 5.320 3.401 0.067 -0.008 -0.010
C -3.515 1.022 -2.119 1.091 -0.537 -0.003
C -2.777 4.177 3.933 0.080 0.069 -0.083
C -5.389 4.239 -7.654 0.064 -0.006 0.063
C 7.326 -1.182 -3.109 0.126 -0.042 -0.074
C -0.388 -4.308 3.988 -0.402 0.060 -0.228
C -8.418 2.436 3.979 0.069 -0.016 -0.057
C 3.707 -2.356 -0.853 -0.173 -0.468 2.782
C -6.668 1.307 2.129 0.102 0.071 0.070
C -0.849 1.787 -0.101 1.307 0.229 0.016
C 1.883 5.729 -9.769 -0.083 -0.018 0.009
C 3.268 -1.445 1.760 1.696 -4.109 -3.187
C 0.843 6.543 -10.207 -0.034 -0.093 0.043
B 4.421 -5.046 -1.468 1.037 -0.653 -0.719
H -3.642 2.145 -1.907 -0.294 -1.697 -0.387
H -3.087 7.059 2.165 0.034 -0.086 0.033
H 4.191 -3.137 6.285 0.055 -0.056 0.060
H -1.767 4.460 -9.597 0.122 0.008 0.001
H 1.055 7.532 -10.600 -0.018 -0.094 0.040
H 2.460 -0.839 5.248 1.690 0.351 -0.820
H -2.263 -0.311 -3.428 -0.721 1.872 -0.228
H -1.534 -3.499 2.161 0.441 0.607 1.821
H 1.323 2.311 -0.003 -1.094 -0.442 -1.948
H 2.908 6.083 -9.822 -0.109 -0.036 0.012
H -3.828 5.207 -8.773 -0.047 -0.013 0.098
H -0.731 6.515 1.626 -0.041 -0.054 0.064
H 6.695 -4.414 9.531 -0.096 0.029 -0.044
H -6.684 3.419 4.790 -0.040 -0.052 -0.047
H 0.149 3.845 -2.551 0.600 -0.173 1.676
H -1.721 2.364 -0.570 1.097 -1.093 1.013
H -9.960 1.340 2.956 0.100 0.021 0.016
H -3.351 3.520 4.580 0.055 0.060 -0.045
H -4.402 5.553 3.630 0.098 -0.024 -0.027
H 6.253 -0.671 -1.315 0.059 0.024 -0.018
H 2.519 -3.689 10.199 0.089 -0.008 -0.072
H -5.986 0.864 1.412 -0.210 0.124 0.161
H -3.467 -2.252 -2.114 -1.082 0.354 1.389
H -2.337 -4.433 6.566 -0.092 -0.046 -0.013
H 6.565 -1.872 -3.460 0.307 0.220 0.054
H -2.283 5.342 -6.840 -0.075 -0.032 -0.010
H 6.375 -4.918 -1.401 -0.508 -0.975 0.595
H 1.383 -5.553 3.434 -0.192 2.059 -0.550
H -6.066 4.181 -8.501 0.070 -0.001 0.086
H 0.084 3.015 -8.810 0.012 0.087 -0.038
H 0.997 -4.177 2.144 0.226 -0.505 1.855
H -0.996 -1.870 -5.927 0.719 1.222 0.678
H -3.374 0.873 -4.368 1.237 -0.046 1.480
H 2.175 4.429 -0.026 -0.786 0.268 -1.816
H 3.714 0.554 5.216 -0.481 -1.741 -1.388
H -0.938 -5.330 4.019 1.090 1.654 -0.171
H 1.632 5.683 -1.341 0.738 -1.707 0.273
H 7.991 0.902 -0.512 0.004 -0.042 -0.082
H -2.501 -6.889 6.848 -0.070 0.047 -0.041
H -6.319 -4.351 4.970 0.081 -0.045 0.032
H 10.353 0.071 -3.997 -0.081 -0.005 0.057
H -1.314 2.279 -4.655 -0.019 -1.009 1.897
H -2.984 4.464 -4.632 -0.060 0.016 -0.071
H -3.685 -2.259 -0.219 -0.794 0.367 -1.832
H -2.359 -3.227 3.819 1.412 0.000 -0.890
H 6.422 -3.792 7.149 -0.092 -0.012 0.062
H -6.473 -6.810 5.227 0.092 0.058 0.038
H 3.637 -4.790 -3.296 -0.236 -0.758 0.783
H 2.422 3.829 -8.916 -0.070 0.053 -0.038
H -6.756 3.278 -6.299 0.089 0.052 -0.003
H 8.608 -1.490 -4.808 -0.016 0.039 0.087
H -4.976 -2.993 -1.310 1.016 1.849 0.038
H -0.877 -2.193 3.421 -0.774 -1.409 -0.664
H 4.274 -1.212 4.699 -1.388 1.107 0.181
H -4.565 -8.079 6.170 0.004 0.104 -0.007
H -0.269 -3.990 5.100 -0.024 -0.531 -1.829
H -3.007 0.558 -1.192 -0.436 0.964 -1.580
H -0.990 2.985 4.053 -0.023 0.065 -0.056
H 1.570 -2.397 4.015 1.008 -1.708 -0.021
H 0.317 4.476 2.567 -0.086 0.013 0.040
H -0.704 2.002 1.031 -0.621 -0.177 -1.987
H 4.742 -4.369 11.054 -0.013 0.032 -0.094
H -1.284 6.724 -10.478 0.072 -0.056 0.016
H -4.249 -3.163 5.633 -0.022 -0.093 0.021
H -1.585 2.648 -2.844 0.816 -1.268 -1.060
H 2.243 -3.077 7.814 0.058 -0.020 0.046
H -5.219 3.428 -4.362 0.011 0.027 -0.081
H -9.099 2.872 4.703 0.056 -0.029 -0.068
H 2.672 4.124 -1.780 -1.167 0.944 0.878
H -8.402 0.330 1.315 0.075 0.062 0.052
H -0.913 0.643 -0.219 -0.263 1.814 0.168
H 2.106 -3.769 5.177 0.135 0.462 -1.989
H 10.046 1.263 -1.847 -0.086 -0.064 -0.037
H -5.128 2.417 3.141 -0.096 -0.023 -0.026
H -0.372 4.319 -0.808 1.190 -0.939 -1.214
```
Positions in Å, forces in eV/Å.

Computed properties:
- Total charge: 0
- SMILES: CCCCOc1c(N=C=S)c(B(O)O)c2c(c1S(C)(=O)=O)C(=O)c1c(c(N=C=O)c(S)c(CCCOC(C)=O)c1[C@H](C)CC)C2=O.c1ccccc1.c1ccccc1.c1ccccc1.c1ccccc1.c1ccccc1.c1ccccc1.c1ccccc1
- Orbital gap: 7.21 eV



No. 2
11 unconnected molecules or ions with the total composition C14H50N8O11, computed with ωB97M-V/def2-TZVPD.

```
83
Properties=species:S:1:pos:R:3:forces:R:3
O 0.760 -0.306 0.755 0.590 -0.381 0.221
O -1.428 2.316 2.070 0.021 -0.073 0.337
O 0.709 -3.550 3.499 -0.063 0.072 -0.522
O -2.671 -2.373 -2.438 0.170 -0.210 -0.340
O -0.308 4.345 -1.971 -0.145 0.040 -0.336
O 1.242 -3.659 -1.568 0.039 -0.773 0.204
O 3.148 0.091 -4.920 -0.509 0.709 0.166
O -5.363 1.616 0.015 0.418 -0.339 -0.352
O -1.593 -1.041 5.422 -0.247 -0.830 0.552
O -2.378 0.445 -2.668 0.187 -0.194 0.820
O 2.842 1.332 1.321 0.189 -0.436 -1.130
N -0.332 -1.505 -0.799 -0.935 -0.730 -1.012
N 2.485 -2.524 2.523 0.341 0.657 -1.016
N -1.042 4.014 3.519 0.732 0.495 1.307
N -1.164 0.515 -0.050 -0.311 -0.220 -0.289
N -0.959 -0.732 3.252 0.603 -1.250 -0.306
N 2.782 -4.034 4.155 1.456 -0.697 0.765
N -2.771 4.099 2.105 -1.368 0.176 -0.904
N -2.419 0.645 4.182 -1.548 1.332 -0.175
C 1.945 3.772 -1.216 0.128 0.047 0.018
C -4.668 0.790 0.943 -0.584 -0.148 1.122
C 0.627 -4.729 -0.812 0.805 -0.417 -0.899
C 0.455 3.459 -1.156 0.408 0.473 -0.140
C 4.099 0.764 0.937 -0.241 0.243 2.635
C -1.685 -0.465 4.360 1.082 0.749 0.147
C 2.170 0.100 -3.865 0.257 -0.760 -0.018
C 4.845 0.623 2.314 0.565 0.361 -1.426
C 1.199 -1.053 -4.089 0.218 -0.751 -0.216
C -0.207 -0.435 -0.011 0.480 0.836 0.541
C 1.917 -3.371 3.390 -1.942 -0.079 0.216
C -2.161 1.097 -3.888 -0.666 -0.261 -0.399
C -2.167 -3.248 -3.449 -0.100 0.084 -0.764
C -1.731 3.397 2.573 0.398 -0.286 -1.245
H -1.285 4.966 3.722 0.306 -0.065 0.363
H 3.647 -0.713 -4.751 0.153 0.029 -0.201
H -0.289 3.549 3.996 -0.033 0.047 -0.109
H -0.442 -4.718 -1.005 -0.036 0.264 0.636
H 4.309 0.072 3.084 -0.302 -0.089 -0.297
H 2.188 0.771 0.869 -0.616 0.349 0.495
H -2.203 2.164 -3.674 0.238 -0.006 -0.186
H 2.737 0.066 -2.930 -0.316 -0.502 0.276
H 0.998 -5.659 -1.251 -0.195 -0.197 0.120
H -6.091 2.054 0.460 0.028 -0.095 0.136
H -2.328 1.143 3.309 -0.152 0.022 0.274
H -3.066 4.998 2.439 0.112 -0.051 0.028
H 1.917 -2.090 1.809 0.022 0.392 0.203
H -1.456 -2.768 -4.124 0.419 0.414 0.734
H 0.596 -0.939 -4.993 -0.507 0.813 0.364
H 3.458 -2.296 2.619 -0.078 0.179 -0.326
H 4.629 1.476 0.301 0.204 -0.266 -0.201
H 0.986 -4.708 0.216 -0.723 0.181 0.218
H 0.342 2.431 -1.509 -0.351 -0.131 0.350
H -1.708 -4.105 -2.958 0.000 -0.209 -0.444
H -5.353 0.302 1.643 -0.232 0.133 0.018
H 3.951 -0.205 0.459 0.120 0.035 -0.216
H 2.283 3.586 -2.239 0.141 0.021 -0.020
H -0.093 4.171 -2.892 0.034 0.073 -0.016
H 0.013 3.616 -0.173 0.265 -0.446 0.162
H 2.423 -4.644 4.867 0.128 0.201 0.074
H -2.945 -3.495 -4.176 -0.318 -0.564 0.474
H 3.738 -3.727 4.133 0.072 -0.467 0.431
H 1.600 1.024 -3.757 0.290 0.290 -0.811
H -1.186 -1.662 -1.318 0.148 0.190 0.111
H -0.246 -1.436 3.370 -0.043 -0.122 -0.213
H 4.982 1.646 2.664 0.016 -0.049 0.213
H -1.065 1.307 0.576 -0.011 -0.212 -0.149
H -3.167 3.750 1.246 -0.120 0.133 0.098
H -2.988 0.840 -4.558 0.058 0.266 -0.253
H -2.433 -0.514 -2.763 -0.166 0.025 -0.210
H 1.677 -1.982 -4.421 0.719 -0.005 0.625
H 0.395 -2.188 -0.967 0.243 0.407 0.438
H 2.530 3.143 -0.544 -0.175 -0.202 0.018
H -3.095 -2.963 -1.808 -0.235 0.363 0.216
H 2.201 4.803 -0.968 -0.309 0.092 -0.019
H 5.839 0.189 2.176 0.035 -0.040 0.080
H -0.855 -0.067 2.507 0.108 0.020 0.080
H -1.233 0.795 -4.379 0.178 0.214 0.127
H 2.125 -4.015 -1.699 0.227 0.624 -0.272
H -4.143 -0.059 0.509 0.135 0.475 -0.690
H -3.986 1.369 1.567 0.269 -0.010 -0.196
H -1.764 0.594 -0.863 0.057 0.045 0.101
H -2.960 1.035 4.932 0.103 -0.218 -0.002
H 0.640 -1.305 -3.189 -0.337 0.211 -0.193
```
Positions in Å, forces in eV/Å.

Computed properties:
- Total charge: 0
- SMILES: NC(N)=O.NC(N)=O.NC(N)=O.NC(N)=O.CCO.CCO.CCO.CO.CO.CO.CO
- Orbital gap: 8.66 eV



No. 3
A molecular structure, C3H7Ag2ClNO, computed with ωB97M-V/def2-TZVPD.

```
15
Properties=species:S:1:pos:R:3:forces:R:3
Ag 1.807 -15.798 20.181 -0.076 -2.244 2.138
Ag 0.273 -14.905 17.946 -2.236 -0.586 -1.364
Cl 2.135 -14.136 18.821 1.755 1.124 -1.621
O 3.233 -9.865 19.912 0.593 1.159 -0.343
N 2.593 -11.849 20.532 -2.910 -2.442 3.341
C 3.260 -11.064 19.747 0.682 4.069 0.492
C 1.772 -11.408 21.713 0.608 -0.070 0.230
C 3.981 -11.765 18.719 1.370 -0.998 -2.070
H 2.402 -12.717 20.051 -0.221 0.468 1.560
H 2.199 -11.653 22.686 0.833 -0.520 -0.226
H 3.190 -12.120 18.059 0.450 -0.225 -0.439
H 1.694 -10.328 21.836 -0.143 -0.021 -0.984
H 4.546 -12.588 19.156 -0.191 -0.261 -0.154
H 0.792 -11.874 21.817 -0.154 0.060 -0.887
H 4.698 -11.216 18.108 -0.360 0.486 0.329
```
Positions in Å, forces in eV/Å.

Computed properties:
- Total charge: +1
- Orbital gap: 5.45 eV



No. 4
A molecular structure, C36H40P2Re, computed with ωB97M-V/def2-TZVPD.

```
79
Properties=species:S:1:pos:R:3:forces:R:3
Re 1.075 -0.711 0.515 1.627 0.213 5.191
P -0.450 -1.525 -1.030 -5.466 -2.163 -4.172
P 1.112 0.879 -1.038 0.182 6.038 -5.305
C -0.757 -4.300 -4.978 0.061 0.334 0.455
C 0.993 3.683 -0.392 0.173 -0.346 0.550
C 3.600 3.603 0.671 -0.300 0.296 -0.261
C -2.974 -4.403 0.510 -0.294 0.071 -0.078
C -2.483 1.619 1.865 -1.096 0.446 -0.423
C -0.249 2.160 3.000 -1.068 1.134 -0.609
C -2.570 -3.399 -0.391 0.177 -0.480 0.785
C 2.501 2.206 -3.259 0.087 0.378 0.489
C 0.005 -3.842 -2.704 0.485 -0.038 -0.177
C -1.761 -3.349 2.305 0.489 0.092 0.666
C 1.436 4.709 0.460 0.143 -0.388 -0.447
C 2.702 4.602 1.057 -0.507 0.301 -0.033
C 0.003 -4.651 -3.858 -0.248 0.287 0.167
C 1.346 -0.233 2.623 0.797 -1.010 -0.105
C 3.167 2.607 -0.203 -0.154 -0.220 0.702
C -1.607 -2.489 0.065 0.845 0.823 -0.528
C -1.616 -2.416 -3.690 0.300 0.649 0.110
C -1.813 -0.033 4.679 -2.357 1.849 -1.138
C -1.469 1.342 5.197 0.933 0.521 0.311
C -0.711 -2.638 -2.627 0.644 -0.720 -0.132
C -1.066 1.927 1.959 3.245 -1.041 -0.336
C -2.736 -0.224 3.719 -0.443 -1.798 0.709
C 3.181 2.247 -4.463 -0.330 -0.311 -0.085
C 1.817 2.563 -0.583 -0.516 -0.556 1.174
C -1.379 -0.024 -1.624 1.076 1.150 0.306
C -1.233 -2.420 1.400 0.384 -0.181 0.130
C -3.350 0.826 2.911 0.117 1.681 -1.797
C -1.605 -3.196 -4.865 0.219 0.026 0.597
C -0.776 2.484 4.361 0.088 -1.008 0.756
C 3.182 1.133 -5.282 -0.017 -0.347 -0.298
C 1.839 -0.067 -3.676 -0.020 -0.129 -0.063
C -2.576 -4.405 1.868 0.302 1.078 -0.625
C 2.464 -0.008 -4.919 -0.048 0.181 0.152
C -0.680 1.154 -1.573 -0.516 -1.738 0.296
C 3.117 -0.625 0.498 0.077 -0.691 0.805
C 1.898 1.034 -2.819 -0.345 -1.666 0.711
H -1.075 2.138 -1.919 0.500 -0.945 0.284
H 1.528 -1.294 2.850 0.085 -0.585 0.131
H -1.890 -0.680 5.488 0.772 -1.925 0.991
H -2.671 1.250 0.840 -0.064 0.071 0.507
H 0.078 2.795 4.979 -0.484 0.406 -0.216
H 0.770 5.553 0.663 0.384 -0.297 -0.024
H 3.497 -0.851 -0.466 0.521 -0.254 -1.047
H 3.745 0.094 1.007 -0.295 0.476 0.010
H -4.162 0.418 2.283 0.170 0.231 0.645
H 0.020 3.712 -0.885 0.139 0.119 0.523
H 2.969 5.328 1.825 0.121 -0.130 -0.309
H -3.351 -1.182 3.667 1.366 0.937 0.220
H 1.274 -0.960 -3.397 0.276 0.130 -0.083
H -1.461 -3.231 3.349 -0.230 -0.319 -0.262
H -1.523 3.288 4.271 0.504 0.007 -0.003
H -2.919 -5.167 2.577 0.154 0.326 -0.431
H 3.167 -1.528 1.149 0.203 -0.073 -0.290
H 0.563 0.054 3.299 -0.951 -0.070 -0.418
H -2.359 1.819 5.637 -0.069 -0.463 -0.160
H 0.803 2.407 2.816 -0.391 -0.146 -0.121
H 0.595 -5.562 -3.897 -0.018 0.216 0.196
H 2.447 3.117 -2.688 0.157 -0.020 0.126
H 3.678 3.160 -4.752 0.034 0.069 -0.088
H 3.718 1.156 -6.226 -0.108 -0.023 0.108
H -2.252 -2.933 -5.699 -0.013 0.025 0.314
H -2.401 -0.169 -2.035 0.798 0.339 0.424
H 4.615 3.616 1.067 -0.222 -0.084 -0.216
H -2.963 -3.341 -1.412 0.372 -0.331 0.439
H -0.548 2.001 0.972 -0.426 -0.167 0.592
H 3.855 1.835 -0.539 -0.128 0.037 0.216
H 2.387 -0.845 -5.603 0.087 0.013 0.088
H -3.760 1.631 3.545 -0.116 -0.587 0.148
H -2.346 -1.620 -3.614 0.130 0.191 -0.258
H -2.813 2.659 1.882 -1.098 0.097 -0.313
H 0.591 -4.156 -1.846 0.177 -0.036 -0.156
H -0.699 -4.875 -5.911 -0.087 0.218 0.517
H 2.212 0.239 3.105 0.249 0.210 -0.929
H -3.615 -5.211 0.139 0.138 0.445 0.209
H -0.452 -1.630 1.732 -1.437 -1.048 0.171
H -0.829 1.144 6.058 0.072 0.222 0.017
```
Positions in Å, forces in eV/Å.

Computed properties:
- Total charge: +2
- Orbital gap (alpha / beta): 6.32 / 4.78 eV
- Spin multiplicity: 4